The following is a DFT calculation (ωB97M-V with the def2-TZVPD basis set) of a cluster of 3 separate species, C14H21N4O6 in total in a non-equilibrium geometry.

Element x y z (Å)
N: 5.213 -2.317 -2.188
C: 4.244 -1.404 -2.475
N: 2.926 -1.832 -2.339
C: 2.239 -0.678 -2.748
C: 0.730 -0.763 -2.751
C: 0.100 -2.047 -2.449
C: -1.343 -2.129 -2.406
C: -2.102 -0.915 -2.649
C: -1.479 0.355 -2.966
C: -0.039 0.455 -3.018
N: 3.084 0.337 -3.079
N: 4.342 -0.115 -2.923
H: 5.593 -2.502 -1.266
H: 5.529 -2.915 -2.949
H: 0.699 -2.959 -2.244
H: -1.839 -3.105 -2.194
H: -3.209 -0.974 -2.597
H: -2.104 1.256 -3.129
H: 0.523 1.391 -3.243
H: 2.776 1.264 -3.375
H: 5.201 0.399 -3.106
C: -4.510 4.203 1.848
O: -3.725 3.065 2.205
C: -3.781 2.061 1.325
O: -4.415 2.051 0.301
O: -3.007 1.067 1.780
C: -2.974 -0.078 0.932
H: -4.386 4.947 2.632
H: -4.163 4.630 0.906
H: -5.566 3.938 1.784
H: -2.567 0.180 -0.047
H: -3.970 -0.513 0.832
H: -2.321 -0.816 1.395
C: 2.096 -1.082 1.308
O: 2.220 -0.312 2.498
C: 1.194 -0.461 3.351
O: 0.232 -1.164 3.179
O: 1.428 0.306 4.416
C: 0.408 0.249 5.417
H: 2.974 -0.887 0.693
H: 2.066 -2.148 1.540
H: 1.207 -0.785 0.747
H: 0.311 -0.764 5.810
H: -0.544 0.599 5.016
H: 0.707 0.909 6.228

- Total energy: -33096.2387 eV
- F_max: 0.106 Eh/bohr
- Gap between HOMO and LUMO: 0.3158 hartree
- Net charge: +1


The following is a DFT calculation (ωB97M-V with the def2-TZVPD basis set) of a cluster of 2 separate species, C16H29Cl2N2S in total in a non-equilibrium geometry.

Element x y z (Å)
C: 1.997 1.091 2.990
C: 0.843 1.493 3.011
C: -0.679 1.886 2.895
C: -1.275 1.516 1.459
C: -0.648 2.359 0.266
C: -0.114 1.504 -0.968
C: -0.357 2.514 -2.206
S: 0.901 2.266 -3.531
C: 2.315 3.434 -3.349
C: 2.516 4.090 -1.915
C: 1.366 0.987 -0.680
C: 1.348 -0.577 -0.765
N: 0.168 -1.052 -1.074
C: -0.103 -2.502 -1.170
N: 1.119 -3.338 -1.165
C: 1.537 -3.717 0.215
C: -0.765 0.108 -1.296
H: 2.976 0.698 2.616
H: -0.807 2.985 3.145
H: -1.215 1.264 3.682
H: -1.183 0.397 1.356
H: -2.377 1.791 1.518
H: 0.215 3.014 0.615
H: -1.447 3.072 -0.105
H: -0.274 3.593 -1.859
H: -1.403 2.356 -2.600
H: 2.303 4.239 -4.152
H: 3.256 2.830 -3.567
H: 1.730 3.849 -1.150
H: 2.667 5.210 -2.044
H: 3.503 3.718 -1.481
H: 2.251 1.462 -1.187
H: 1.528 1.321 0.404
H: 2.306 -1.127 -0.560
H: -0.620 -2.695 -2.163
H: -0.795 -2.904 -0.368
H: 0.858 -4.224 -1.623
H: 2.161 -2.880 0.661
H: 0.682 -3.951 0.916
H: 2.206 -4.632 0.164
H: -1.131 -0.095 -2.356
H: -1.687 -0.090 -0.674
Cl: -3.559 -5.605 1.058
C: -3.072 -4.629 2.466
C: -3.441 -3.171 2.305
Cl: -2.474 -2.371 1.034
H: -1.999 -4.758 2.612
H: -3.586 -5.046 3.333
H: -3.248 -2.635 3.235
H: -4.495 -3.049 2.054

- Total energy: -55912.2571 eV
- F_max: 0.074 Eh/bohr
- ΔE to the lowest compared entry with this formula, charge and spin: 56.4 kcal/mol
- Gap between HOMO and LUMO: 0.2907 hartree
- Net charge: +1


The following is a DFT calculation (ωB97M-V with the def2-TZVPD basis set) of a cluster of 14 separate species, C5H41N3O13 in total in a non-equilibrium geometry.

Element x y z (Å)
C: -0.053 3.737 0.987
C: -0.951 2.525 0.976
C: -0.517 1.702 2.171
C: 1.003 1.599 2.203
N: 1.399 0.548 1.151
N: -0.755 1.651 -0.224
C: -0.880 2.422 -1.484
N: -0.173 1.740 -2.652
H: 0.171 4.004 2.053
H: 0.907 3.723 0.389
H: -0.665 4.514 0.416
H: -2.074 2.681 1.174
H: -0.949 0.709 1.962
H: -0.787 2.046 3.211
H: 1.275 1.156 3.262
H: 1.657 2.480 1.908
H: 1.746 0.903 0.295
H: 1.990 -0.187 1.400
H: 0.241 1.366 -0.155
H: -0.319 3.422 -1.516
H: -1.905 2.739 -1.840
H: -0.665 1.008 -3.057
H: 0.168 2.395 -3.379
H: 0.716 -2.631 -4.119
H: 0.162 -1.355 -4.640
O: 0.724 -1.738 -4.095
H: -4.721 1.867 2.117
H: -3.499 2.073 2.695
O: -4.126 2.648 2.240
H: 3.496 1.076 -1.066
H: 2.100 0.854 -1.550
O: 2.673 1.562 -1.322
H: 1.726 -2.343 -0.483
H: 1.629 -3.831 0.138
O: 2.176 -3.099 -0.295
H: -1.660 -2.011 -0.667
H: -0.072 -2.243 -1.193
O: -0.931 -2.641 -1.044
H: 2.709 2.656 -2.700
H: 1.651 3.815 -2.417
O: 2.251 3.460 -3.054
H: -1.840 -0.174 0.110
H: -2.296 -1.243 1.164
O: -2.552 -0.926 0.313
H: -0.837 -3.626 0.360
H: 0.048 -3.446 1.658
O: 0.052 -4.084 0.913
H: 2.313 -2.404 2.360
H: 2.146 -2.443 3.694
O: 1.741 -1.901 3.066
H: -0.215 -1.487 1.680
H: -0.125 -1.853 2.938
O: -0.757 -1.927 2.376
H: 0.839 -4.193 -2.313
H: 2.249 -4.238 -2.678
O: 1.397 -3.973 -3.067
H: 0.116 -0.045 -2.058
H: 0.840 -1.297 -2.066
O: 0.913 -0.511 -1.687
H: -2.281 -0.382 3.057
H: -3.699 -0.473 3.008
O: -3.212 0.244 3.133

- Total energy: -36933.3050 eV
- F_max: 0.183 Eh/bohr
- ΔE to the lowest compared entry with this formula, charge and spin: 191.7 kcal/mol
- Gap between HOMO and LUMO: 0.3384 hartree


The following is a DFT calculation (ωB97M-V with the def2-TZVPD basis set) of a cluster of 2 separate species, C4H12OP2 in total in a non-equilibrium geometry.

Element x y z (Å)
C: -1.504 1.388 -0.309
P: -0.131 0.138 0.330
C: 1.009 0.440 -1.124
C: 0.740 1.311 1.507
H: -2.454 0.865 -0.194
H: -1.421 2.306 0.302
H: -1.151 1.308 -1.335
H: 0.743 -0.012 -2.099
H: 0.884 1.505 -1.340
H: 1.974 0.210 -0.862
H: -0.047 1.540 2.245
H: 1.510 0.743 2.108
H: 1.053 2.220 0.998
C: -0.850 -3.011 -1.742
P: -2.056 -1.690 -1.394
O: -3.322 -2.447 -1.105
H: 0.228 -2.793 -1.803
H: -0.986 -3.537 -2.618
H: -1.025 -3.894 -1.091

- Total energy: -24966.3215 eV
- F_max: 0.058 Eh/bohr
- SMILES: CP(C)C.CP=O
- ΔE to the lowest compared entry with this formula, charge and spin: 36.9 kcal/mol
- Gap between HOMO and LUMO: 0.3069 hartree


> Number 2 is which compound?

C16H29Cl2N2S